Entry 1:
{
  "formula": "C5H11N2S",
  "method": "the ωB97M-V functional and the def2-TZVPD basis",
  "symbols": ["C", "C", "C", "C", "C", "N", "N", "S", "H", "H", "H", "H", "H", "H", "H", "H", "H", "H", "H"],
  "positions_angstrom": [[-0.59, 0.76, -1.64], [-0.86, -1.82, 1.52], [0.05, -0.63, 1.57], [0.91, -0.38, 2.85], [-0.04, 2.09, -3.36], [0.33, -1.60, 0.70], [0.01, 0.81, -2.75], [-1.31, 1.21, -0.34], [-1.99, -1.65, 1.17], [-0.95, -2.58, 2.27], [-0.24, 0.27, 1.09], [0.67, 0.42, 3.44], [2.00, -0.59, 2.73], [0.49, -1.17, 3.43], [0.95, 2.51, -3.36], [-0.83, 2.76, -3.02], [-0.23, 1.84, -4.40], [0.93, -2.37, 1.01], [0.71, 0.11, -2.90]],
  "lowdin_charge": [-0.51, -0.13, -0.49, 0.00, -0.03, 0.02, -0.01, 1.09, 0.13, 0.10, -0.04, 0.04, 0.10, 0.06, 0.11, 0.12, 0.11, 0.14, 0.19],
  "charge": 1,
  "e_lumo_ev": -5.7,
  "homo_ha": -0.4645,
  "total_energy_ha": -704.39793,
  "gap_ev": 6.95
}


Entry 2:
{
  "formula": "C27H35N3O3S2",
  "method": "the ωB97M-V functional and the def2-TZVPD basis",
  "symbols": ["C", "C", "O", "C", "O", "C", "C", "N", "C", "C", "O", "S", "C", "C", "C", "C", "C", "C", "N", "C", "C", "C", "N", "C", "C", "C", "C", "C", "S", "C", "C", "C", "C", "C", "C", "H", "H", "H", "H", "H", "H", "H", "H", "H", "H", "H", "H", "H", "H", "H", "H", "H", "H", "H", "H", "H", "H", "H", "H", "H", "H", "H", "H", "H", "H", "H", "H", "H", "H", "H"],
  "positions_angstrom": [[6.18, 4.38, 1.88], [6.13, 4.35, 0.36], [5.05, 3.50, -0.03], [4.85, 3.38, -1.34], [5.54, 3.95, -2.17], [3.74, 2.49, -1.69], [3.46, 2.23, -3.03], [4.13, 2.77, -4.09], [3.79, 2.46, -5.38], [4.65, 3.13, -6.42], [2.87, 1.70, -5.62], [2.15, 1.15, -3.26], [1.96, 1.04, -1.53], [2.85, 1.80, -0.83], [2.82, 1.77, 0.66], [1.39, 1.52, 1.15], [0.75, 0.36, 0.44], [-0.16, -0.48, 1.17], [-0.52, -0.19, 2.35], [-1.44, -0.98, 3.10], [-2.16, -2.12, 2.39], [-3.19, -2.79, 3.32], [-4.14, -3.70, 2.73], [-5.16, -3.10, 1.88], [-6.11, -2.20, 2.67], [-3.61, -4.95, 2.23], [-3.10, -4.97, 0.78], [0.98, 0.20, -0.89], [0.20, -1.02, -1.92], [-1.53, -0.82, -1.56], [-2.35, -1.92, -1.74], [-3.71, -1.81, -1.50], [-4.24, -0.61, -1.07], [-3.42, 0.49, -0.91], [-2.06, 0.40, -1.16], [6.33, 3.37, 2.26], [7.01, 5.01, 2.20], [5.26, 4.77, 2.28], [7.06, 3.96, -0.06], [5.97, 5.35, -0.05], [4.89, 3.40, -3.83], [4.32, 2.84, -7.41], [5.69, 2.84, -6.28], [4.58, 4.21, -6.31], [3.48, 0.97, 1.01], [3.20, 2.71, 1.07], [0.78, 2.41, 0.96], [1.37, 1.33, 2.22], [-0.51, -1.38, 0.64], [-0.88, -1.37, 3.97], [-2.17, -0.27, 3.50], [-2.67, -1.72, 1.51], [-1.43, -2.87, 2.06], [-2.65, -3.34, 4.10], [-3.76, -2.00, 3.82], [-5.74, -3.92, 1.46], [-4.73, -2.52, 1.04], [-6.43, -2.70, 3.57], [-5.63, -1.26, 2.95], [-6.98, -1.96, 2.06], [-4.42, -5.69, 2.31], [-2.81, -5.25, 2.90], [-3.90, -4.77, 0.08], [-2.31, -4.24, 0.62], [-2.70, -5.96, 0.56], [-1.92, -2.86, -2.06], [-4.35, -2.67, -1.64], [-5.30, -0.53, -0.87], [-3.83, 1.44, -0.59], [-1.43, 1.26, -1.04]],
  "lowdin_charge": [-0.06, -0.22, 0.00, -0.42, 0.08, -0.09, -0.41, 0.10, -0.52, 0.01, -0.01, 1.18, -0.47, -0.18, -0.11, -0.12, -0.22, -0.15, 0.06, -0.24, -0.18, -0.20, -0.20, -0.26, -0.08, -0.24, -0.08, -0.49, 1.02, -0.53, -0.12, -0.10, -0.10, -0.07, -0.09, 0.08, 0.08, 0.08, 0.13, 0.13, 0.13, 0.09, 0.09, 0.09, 0.14, 0.11, 0.13, 0.11, 0.10, 0.12, 0.12, 0.10, 0.11, 0.12, 0.11, 0.12, 0.09, 0.08, 0.06, 0.07, 0.11, 0.11, 0.06, 0.05, 0.07, 0.10, 0.10, 0.10, 0.11, 0.11],
  "smiles": "CCOC(=O)c1c(NC(C)=O)sc2c1CCC(/C=N/CCCN(CC)CC)=C2Sc1ccccc1",
  "charge": 0,
  "e_lumo_ev": 0.1,
  "homo_ha": -0.2698,
  "total_energy_ha": -2236.23447,
  "gap_ev": 7.47
}


Entry 3:
{
  "formula": "C3H4BrF",
  "method": "the ωB97M-V functional and the def2-TZVPD basis",
  "symbols": ["C", "C", "F", "C", "Br", "H", "H", "H", "H"],
  "positions_angstrom": [[0.81, -0.48, -1.07], [0.55, 0.31, -0.04], [1.45, 1.23, 0.36], [-0.71, 0.29, 0.85], [-2.14, -0.88, -0.03], [1.67, -0.26, -1.77], [0.03, -1.20, -1.30], [-0.52, -0.33, 1.78], [-1.13, 1.32, 1.22]],
  "lowdin_charge": [0.03, -0.46, 0.04, -0.44, 0.57, 0.09, 0.00, 0.07, 0.11],
  "smiles": "C=C(F)CBr",
  "charge": 0,
  "e_lumo_ev": 0.4,
  "homo_ha": -0.3659,
  "total_energy_ha": -2790.54443,
  "gap_ev": 10.40
}


Entry 4:
{
  "formula": "C4H14O2",
  "method": "the ωB97M-V functional and the def2-TZVPD basis",
  "symbols": ["C", "C", "C", "C", "H", "H", "H", "H", "H", "H", "H", "H", "H", "H", "H", "H", "O", "H", "H", "O"],
  "positions_angstrom": [[0.27, -0.16, -1.53], [-0.47, -1.28, -0.79], [-0.29, -1.32, 0.67], [1.10, -1.03, 1.14], [1.31, -0.16, -1.39], [-0.30, 0.71, -1.16], [0.14, -0.13, -2.62], [-0.22, -2.23, -1.32], [-1.53, -1.14, -1.02], [-0.61, -2.23, 1.22], [-1.03, -0.54, 1.10], [1.31, -1.27, 2.19], [1.37, 0.04, 1.07], [1.82, -1.60, 0.55], [-1.05, 1.61, 0.47], [-2.14, 0.77, -0.34], [-1.93, 1.19, 0.50], [0.84, 3.09, 1.15], [0.79, 3.15, -0.31], [0.62, 2.53, 0.41]],
  "lowdin_spin": [0.04, 0.08, 0.23, 0.06, 0.00, 0.02, 0.00, 0.06, 0.01, 0.04, 0.11, 0.00, 0.02, 0.03, 0.00, 0.00, 0.28, 0.00, 0.00, 0.00],
  "s_squared": 0.755,
  "charge": 1,
  "e_lumo_ev": [-2.9, -9.8],
  "homo_ha": [-0.5939, -0.5864],
  "total_energy_ha": -310.88640,
  "gap_ev": [13.23, 6.13],
  "multiplicity": 2
}


Entry 5:
{
  "formula": "C14H16Cl3GeLiN2O2S6",
  "method": "the ωB97M-V functional and the def2-TZVPD basis",
  "symbols": ["Li", "O", "C", "S", "C", "C", "S", "S", "S", "C", "S", "O", "C", "C", "C", "C", "C", "C", "H", "H", "H", "H", "H", "H", "H", "H", "Cl", "Ge", "Cl", "Cl", "S", "C", "N", "C", "C", "C", "N", "H", "H", "H", "H", "H", "H", "H", "H"],
  "positions_angstrom": [[-0.09, 0.74, -0.08], [5.25, 4.93, -1.17], [4.32, 4.20, -0.95], [2.67, 4.75, -0.66], [1.89, 3.17, -0.56], [2.73, 2.08, -0.68], [2.28, 0.46, -0.68], [4.45, 2.44, -0.90], [0.23, 3.15, -0.36], [-4.31, -0.10, -0.17], [-2.64, -0.86, 0.11], [-1.74, 0.28, -0.21], [-2.76, -0.87, 1.91], [-2.74, -2.08, 2.58], [-2.80, -2.09, 3.97], [-2.89, -0.89, 4.66], [-2.89, 0.32, 3.98], [-2.81, 0.33, 2.60], [-4.47, 0.70, 0.54], [-5.07, -0.87, -0.06], [-4.31, 0.29, -1.18], [-2.66, -3.00, 2.03], [-2.76, -3.02, 4.50], [-2.93, -0.90, 5.74], [-2.94, 1.25, 4.52], [-2.77, 1.26, 2.05], [-0.16, 2.31, 4.05], [0.64, 0.68, 2.69], [2.85, 0.92, 3.22], [0.32, -1.15, 4.18], [-0.08, -2.43, 0.17], [1.49, -2.62, 0.72], [2.50, -2.65, -0.16], [3.89, -2.70, 0.24], [4.04, -2.18, 1.67], [3.06, -2.91, 2.57], [1.73, -2.85, 2.01], [2.29, -2.29, -1.08], [4.48, -2.10, -0.45], [4.24, -3.74, 0.19], [3.82, -1.11, 1.69], [5.06, -2.32, 2.02], [3.02, -2.44, 3.55], [3.35, -3.96, 2.69], [0.97, -2.63, 2.65]],
  "lowdin_spin": [0.01, 0.03, 0.01, 0.01, 0.15, 0.16, 0.27, 0.02, 0.30, 0.00, 0.00, 0.00, 0.00, 0.00, 0.00, 0.00, 0.00, 0.00, 0.00, 0.00, 0.00, 0.00, 0.00, 0.00, 0.00, 0.00, 0.00, 0.01, 0.00, 0.01, 0.00, 0.00, 0.00, 0.00, 0.00, 0.00, 0.00, 0.00, 0.00, 0.00, 0.00, 0.00, 0.00, 0.00, 0.00],
  "s_squared": 0.764,
  "charge": -1,
  "e_lumo_ev": [2.2, 1.1],
  "homo_ha": [-0.1679, -0.1970],
  "total_energy_ha": -6657.56197,
  "gap_ev": [6.77, 6.44],
  "multiplicity": 2
}


Summary of M in g/mol
131.224 513.729 138.967 94.154 622.606
(order as listed above)
Summary of ΔE to the lowest compared entry with this formula, charge and spin in kJ/mol
505.8 0.0 51.1 0.0 24.8
(order as listed above)
Summary of strongest force on any atom in eV/Å
5.7 1.0 2.5 2.5 1.6
(order as listed above)